Record 1
This record from the Open Molecules 2025 dataset describes C11H12BrNO4S in the gas phase at a distorted geometry. The level of theory is the ωB97M-V functional and the def2-TZVPD basis.

The geometry in XYZ format:
```
30
Properties=species:S:1:pos:R:3:forces:R:3
O -1.239 -2.990 -0.087 0.95 -2.05 0.66
C -1.650 -1.959 -0.491 -6.50 -6.07 -0.54
O -2.894 -1.760 -0.958 -3.62 -5.06 -0.48
H -3.436 -2.749 -0.966 2.33 4.07 0.21
C -1.055 -0.823 -0.596 -0.03 12.43 2.83
C 0.234 -0.772 -0.654 4.85 -1.65 -0.91
C 0.952 0.340 -0.489 3.12 7.23 -1.85
C 0.432 1.706 -0.490 -5.14 -8.83 1.60
C -0.956 1.768 -0.197 0.43 0.50 0.04
C -1.627 0.536 -0.141 -1.58 -0.40 -1.33
Br -3.554 0.932 0.337 1.59 -0.95 -0.36
H -1.481 2.780 0.032 0.90 -2.19 -0.50
H 1.087 2.392 -0.477 4.27 5.55 -0.17
S 2.843 0.476 -0.921 -2.91 -10.82 2.40
O 3.253 1.712 -1.329 1.42 5.02 -0.25
O 2.983 -0.655 -1.815 0.01 0.64 -0.58
N 3.576 -0.276 0.504 -0.70 6.19 -2.20
C 3.291 0.673 1.690 3.33 2.43 -2.96
H 4.351 0.833 2.139 -2.12 -0.91 0.45
H 3.095 1.790 1.394 0.20 -2.02 -0.19
C 2.129 0.070 2.300 -1.40 2.98 7.69
H 1.104 0.621 2.267 1.84 -1.11 -0.96
H 2.301 0.317 3.519 -0.45 -0.72 -2.64
C 2.156 -1.357 2.149 -1.31 -2.03 -7.81
H 1.248 -1.568 1.362 1.46 -0.72 3.17
H 2.577 -2.024 2.802 -0.44 -1.52 2.37
C 3.303 -1.662 0.868 -0.52 7.13 6.32
H 4.265 -1.721 1.234 1.87 -2.66 1.01
H 2.923 -2.100 0.113 -2.00 -3.98 -5.03
H 0.783 -1.664 -0.895 0.13 -0.47 -0.01
```
Forces are in eV/Å.

Calculated values
E_HOMO = -9.176 eV
Frontier orbital gap = 0.3059 Ha
Structure (SMILES) = O=C(O)c1cc(S(=O)(=O)N2CCCC2)ccc1Br

Here are the Mulliken charges for atoms 1 to 4, given in e: number 1, O, carries -0.57; number 2, C, carries 0.30; number 3, O, carries -0.47; number 4, H, carries 0.39

---

Record 2
This record from the Open Molecules 2025 dataset describes 2 unconnected molecules or ions with the total composition C11H12FNS at a distorted geometry. The level of theory is the ωB97M-V functional and the def2-TZVPD basis.

The geometry in XYZ format:
```
26
Properties=species:S:1:pos:R:3:forces:R:3
C 0.030 0.898 1.601 1.11 0.47 -1.44
C -0.872 1.837 1.076 0.77 -0.56 0.59
C 0.346 1.926 -1.040 -2.88 1.89 -0.92
C 2.038 -0.028 -1.294 0.62 0.80 0.35
C 1.123 0.891 -0.658 1.29 -1.99 1.58
C 1.044 0.480 0.767 -0.38 0.84 -2.66
C -0.739 2.340 -0.172 3.69 -0.75 -2.06
C 2.562 -0.927 -0.279 -2.23 3.49 -0.42
C 3.335 -1.967 -0.495 1.01 -0.47 -3.28
C -3.207 -1.185 1.206 0.55 -2.70 3.51
C -1.882 -0.788 -1.013 -0.95 -3.85 0.00
N 2.013 -0.443 0.914 0.70 -2.15 2.58
F -1.462 3.330 -0.667 -1.22 0.77 0.08
S -1.641 -1.385 0.676 0.14 -0.52 -0.52
H -0.034 0.453 2.558 -0.41 -0.04 0.92
H -1.634 2.175 1.689 -1.53 0.66 1.06
H 0.368 2.397 -2.056 0.07 -0.59 1.00
H 2.525 0.041 -2.281 -0.76 -0.07 0.55
H 3.644 -2.173 -1.552 -0.29 0.24 1.23
H 3.505 -2.692 0.193 0.78 -1.89 2.05
H -3.797 -0.470 0.821 -2.00 2.40 -1.53
H -3.523 -1.588 2.217 0.68 0.44 -1.41
H -2.826 -1.289 -1.365 0.93 0.46 0.19
H -1.995 0.217 -1.092 -0.08 2.98 -0.04
H -1.062 -1.177 -1.592 0.35 0.13 -0.33
H 2.141 -0.875 1.840 0.03 0.02 -1.08
```
Forces are in eV/Å.

Calculated values
E_HOMO (spin up / spin down) = -7.139 / -6.634 eV
Frontier orbital gap (spin up / spin down) = 0.2792 / 0.2075 Ha

Here are the Mulliken charges for atoms 1 to 4, given in e: number 1, C, carries -1.09; number 2, C, carries -0.37; number 3, C, carries -0.43; number 4, C, carries -1.17

---

Record 3
This record from the Open Molecules 2025 dataset describes a molecular structure, C11H12IrN2P at a distorted geometry. The level of theory is the ωB97M-V functional and the def2-TZVPD basis.

The geometry in XYZ format:
```
27
Properties=species:S:1:pos:R:3:forces:R:3
C -1.411 0.621 -2.375 -2.66 2.29 0.89
C -1.539 2.053 -2.987 0.62 -1.74 0.62
C -2.557 2.810 -2.360 -0.39 -2.03 1.96
C -3.069 1.992 -1.273 0.64 1.46 -1.10
C -2.492 0.680 -1.315 1.59 -2.29 -1.74
Ir -0.283 -0.671 -0.859 -1.25 1.51 0.55
P 1.171 -1.575 -2.199 1.78 -1.97 -1.56
H -1.369 -0.203 -3.100 -0.10 0.29 0.20
H -0.867 2.370 -3.790 -0.44 0.05 0.23
H -2.911 3.825 -2.604 0.48 -0.72 0.21
H -2.775 -0.329 -0.786 -0.01 2.36 -0.67
H -3.727 2.336 -0.481 -0.05 -0.08 -0.33
H 2.597 -1.274 -2.051 -1.24 -0.29 -0.18
H 0.926 -1.464 -3.616 0.42 -0.29 0.72
H 1.061 -3.014 -1.924 0.51 1.10 -0.60
N 3.037 -0.567 5.707 -1.06 -0.14 -1.96
C 2.493 -0.631 4.669 0.74 -0.04 1.20
C 1.842 -0.678 3.386 1.15 -0.14 1.94
C 1.368 0.506 2.831 -1.39 1.31 -1.95
C 0.730 0.454 1.595 0.54 2.28 2.36
N 0.551 -0.704 0.922 -0.64 0.22 -0.95
C 0.995 -1.858 1.470 1.64 -1.68 2.28
C 1.675 -1.887 2.686 -1.05 -1.11 -1.97
H 1.461 1.466 3.358 -0.01 -0.56 -0.37
H 0.299 1.330 1.105 0.30 -0.04 0.35
H 0.759 -2.741 0.898 0.17 -0.39 0.12
H 2.036 -2.844 3.091 -0.26 0.60 -0.27
```
Forces are in eV/Å.

Calculated values
E_HOMO (spin up / spin down) = -8.573 / -12.585 eV
Charge = +1
Expectation value of S² = 8.800
Frontier orbital gap (spin up / spin down) = 0.1737 / 0.2095 Ha
Spin multiplicity = 6

Here are the Mulliken charges for atoms 1 to 4, given in e: number 1, C, carries -0.30; number 2, C, carries -0.39; number 3, C, carries -0.42; number 4, C, carries -0.49

---

Record 4
This record from the Open Molecules 2025 dataset describes C11H12N2O2 in the gas phase at a distorted geometry. The level of theory is the ωB97M-V functional and the def2-TZVPD basis.

The geometry in XYZ format:
```
27
Properties=species:S:1:pos:R:3:forces:R:3
C 0.831 2.110 -0.159 -0.91 1.36 0.20
C 0.728 3.304 -1.127 -1.41 0.87 1.28
C -0.647 1.522 -0.175 0.57 -1.24 0.66
C -0.650 0.139 0.465 -0.54 3.24 -0.35
C -1.141 -0.027 1.732 0.15 1.70 -0.80
C -0.286 -1.101 -0.118 -0.72 -1.41 -1.43
C -0.579 -2.011 0.911 0.51 -1.90 0.67
C 0.030 -1.620 -1.459 0.67 -0.77 3.01
C -0.273 -3.392 0.874 1.56 1.12 -0.84
C 0.353 -3.024 -1.450 1.58 1.88 -1.84
C 0.408 -3.815 -0.308 -3.16 -0.26 1.90
H 1.103 1.924 1.977 -0.18 -0.01 -0.34
H 1.410 3.541 1.354 -0.60 -2.10 -0.39
H 1.525 1.445 -0.659 0.07 -0.65 0.23
H -0.983 1.371 -1.207 -0.14 0.46 0.08
H -1.370 2.107 0.459 0.98 0.09 -1.09
H -1.592 0.704 2.449 0.59 -0.74 -0.95
H -1.822 -1.683 2.540 -0.25 -0.88 0.78
H 0.158 -0.880 -2.266 -0.04 -0.95 0.17
H -0.315 -3.980 1.803 -0.18 0.08 -0.69
H 0.861 -3.496 -2.333 -0.96 0.73 0.54
H 0.555 -4.886 -0.372 0.66 0.10 -0.25
H 0.302 3.261 -2.900 -2.87 2.07 -2.73
N 1.226 2.516 1.173 0.83 1.98 -0.30
N -1.048 -1.326 2.033 -0.04 -1.56 0.29
O 0.235 4.381 -0.812 1.23 -1.75 -1.03
O 0.982 2.914 -2.425 2.58 -1.47 3.24
```
Forces are in eV/Å.

Calculated values
E_HOMO = -7.946 eV
Frontier orbital gap = 0.3141 Ha
Structure (SMILES) = N[C@@H](Cc1c[nH]c2ccccc12)C(=O)O

Here are the Mulliken charges for atoms 1 to 4, given in e: number 1, C, carries 0.44; number 2, C, carries 0.37; number 3, C, carries -1.01; number 4, C, carries 0.70

---

Record 5
This record from the Open Molecules 2025 dataset describes C11H12N2O4S in the gas phase at a distorted geometry. The level of theory is the ωB97M-V functional and the def2-TZVPD basis.

The geometry in XYZ format:
```
30
Properties=species:S:1:pos:R:3:forces:R:3
O 0.555 -3.583 2.334 1.87 3.18 -0.48
O -2.938 -1.306 3.521 1.07 0.99 -1.43
O -1.972 0.985 3.313 0.34 -2.34 -1.68
O 2.534 -2.595 2.236 -2.13 0.29 -0.23
C -0.233 -1.140 1.088 -0.07 -0.41 -1.52
C -1.524 -0.870 1.235 -0.89 0.66 0.82
C -0.658 0.551 -1.363 -0.73 1.28 1.22
C -0.174 -1.441 -2.450 1.28 -2.21 -1.09
C -1.096 1.087 -2.546 -0.09 -1.36 -1.35
C -0.577 -0.973 -3.676 0.59 0.42 -0.78
C -0.181 -0.725 -1.300 -0.89 0.18 -1.89
C -1.063 0.311 -3.749 -0.02 1.77 2.58
N 0.334 -1.322 -0.211 1.85 -2.38 3.56
N 1.301 -2.554 2.271 0.67 -2.29 1.42
C -1.491 0.915 -5.013 -1.92 -0.49 -0.31
C 0.618 -1.194 2.348 -2.42 -0.50 0.06
C -0.365 -1.044 3.576 2.02 -3.08 0.84
S -1.888 -0.453 2.944 -2.26 0.84 2.35
H -2.301 -0.884 0.453 0.54 0.24 0.63
H -0.771 1.047 -0.405 0.12 0.58 -0.28
H 0.331 -2.416 -2.396 -0.42 0.15 -0.19
H -1.512 2.070 -2.620 -0.09 0.48 0.23
H -0.330 -1.505 -4.611 -0.55 -0.03 0.67
H 0.821 -2.241 -0.450 -0.88 1.80 1.00
H -0.674 1.385 -5.490 0.83 0.54 -0.84
H -2.376 1.618 -5.002 1.03 -0.78 0.34
H -1.784 -0.003 -5.505 -0.27 0.37 -1.33
H 1.203 -0.313 2.379 1.84 0.08 -0.25
H -0.508 -2.097 4.079 -0.13 1.96 -1.26
H 0.034 -0.413 4.393 -0.28 0.05 -0.81
```
Forces are in eV/Å.

Calculated values
E_HOMO = -8.543 eV
Frontier orbital gap = 0.2794 Ha
Structure (SMILES) = Cc1ccc(NC2=CS(=O)(=O)C[C@H]2[N+](=O)[O-])cc1

Here are the Mulliken charges for atoms 1 to 4, given in e: number 1, O, carries -0.47; number 2, O, carries -0.67; number 3, O, carries -0.65; number 4, O, carries -0.55

---

Record 6
This record from the Open Molecules 2025 dataset describes a molecular structure, C11H12N2PV at a distorted geometry. The level of theory is the ωB97M-V functional and the def2-TZVPD basis.

The geometry in XYZ format:
```
27
Properties=species:S:1:pos:R:3:forces:R:3
C -1.843 -1.557 0.413 0.07 1.62 0.87
C -2.573 -1.784 -0.912 -0.83 -2.87 0.76
C -3.309 -0.638 -1.329 -0.41 0.42 0.21
C -2.905 0.485 -0.536 -1.33 1.19 1.36
C -1.949 0.083 0.579 -3.70 -2.02 -0.68
V -1.203 -0.393 -1.176 5.86 0.82 0.53
P 0.965 -2.136 -1.091 -2.28 0.40 -0.56
H -1.487 -2.309 1.295 -0.95 1.83 -2.56
H -2.511 -2.731 -1.576 -0.40 1.43 1.61
H -4.076 -0.622 -2.133 0.98 0.12 0.44
H -1.737 0.760 1.471 -0.09 -1.30 -1.62
H -3.251 1.547 -0.779 0.42 -1.60 0.62
H 2.074 -2.018 -1.889 1.12 -0.29 -0.35
H 0.622 -3.473 -1.419 0.24 0.04 -0.05
H 1.566 -2.459 0.119 0.30 0.15 0.35
N 2.870 0.918 4.087 -0.84 0.16 -1.66
C 2.409 1.040 3.013 0.51 0.05 0.44
C 1.950 1.225 1.644 -0.73 -1.46 2.48
C 2.705 2.022 0.747 1.60 1.73 -1.23
C 2.244 2.252 -0.560 -0.82 -0.50 0.30
C 1.088 1.525 -0.911 1.20 1.80 -1.44
N 0.427 0.703 -0.070 -0.61 -1.63 1.32
C 0.799 0.561 1.226 0.70 0.60 -1.98
H 3.622 2.490 1.132 -0.51 -0.15 -0.30
H 2.686 2.995 -1.283 -0.31 -1.06 0.96
H 0.616 1.637 -1.905 0.39 0.07 0.41
H 0.201 -0.123 1.843 0.42 0.45 -0.22
```
Forces are in eV/Å.

Calculated values
E_HOMO (spin up / spin down) = -1.330 / -2.113 eV
Charge = -1
Expectation value of S² = 3.829
Frontier orbital gap (spin up / spin down) = 0.1487 / 0.1754 Ha
Spin multiplicity = 4

Here are the Mulliken charges for atoms 1 to 4, given in e: number 1, C, carries -0.22; number 2, C, carries -0.70; number 3, C, carries 0.01; number 4, C, carries -0.72

---

Record 7
This record from the Open Molecules 2025 dataset describes a molecular structure, C11H12N5O3Os at a distorted geometry. The level of theory is the ωB97M-V functional and the def2-TZVPD basis.

The geometry in XYZ format:
```
32
Properties=species:S:1:pos:R:3:forces:R:3
Os -0.099 -0.072 -0.194 -0.02 0.55 1.04
C -0.737 3.645 -0.632 0.09 -0.09 0.00
C 0.202 2.812 -1.256 -0.14 0.11 0.11
C -0.188 1.522 -1.757 -0.25 0.04 -0.05
C -1.521 1.062 -1.539 0.07 -0.28 -0.20
C -2.447 1.947 -0.906 -0.06 -0.02 0.13
C -2.044 3.214 -0.452 -0.03 0.00 0.00
H -0.444 4.639 -0.314 0.02 -0.02 0.03
H 1.220 3.156 -1.402 0.00 0.00 -0.04
H 0.392 1.075 -2.558 0.14 -0.01 0.07
H -1.926 0.255 -2.149 -0.01 0.07 -0.12
H -3.491 1.662 -0.833 0.01 -0.04 0.06
H -2.767 3.866 0.024 -0.04 -0.01 -0.04
C 2.791 -4.028 -2.094 0.18 -0.14 0.06
O 1.896 -2.859 -2.279 -0.03 -0.01 -0.06
C 1.551 -2.097 -1.342 0.00 -0.04 -0.01
O 0.709 -1.147 -1.623 -0.02 -0.08 0.06
N 1.981 -2.210 -0.078 0.03 0.09 0.01
N 1.527 -1.234 0.846 -0.35 -0.17 -0.21
H 2.816 -4.508 -3.064 -0.05 0.04 -0.05
H 2.359 -4.695 -1.350 -0.09 0.04 0.00
H 3.786 -3.680 -1.822 -0.02 0.10 -0.02
H 2.721 -2.845 0.202 -0.02 -0.02 0.04
H 2.305 -0.609 1.083 -0.01 0.01 0.10
H 1.233 -1.693 1.717 -0.11 0.03 0.10
O -0.917 0.592 1.384 1.28 -0.34 -1.18
N -1.868 1.030 2.178 -0.92 0.46 0.06
C -1.853 0.542 3.370 0.26 -0.19 0.27
C -0.797 -0.385 3.696 0.05 -0.18 0.13
N 0.097 -1.104 3.735 -0.04 0.06 -0.18
C -2.849 0.923 4.312 0.04 0.08 -0.05
N -3.634 1.223 5.096 0.01 -0.02 -0.03
```
Forces are in eV/Å.

Calculated values
E_HOMO (spin up / spin down) = -20.424 / -20.591 eV
Charge = +3
Expectation value of S² = 6.064
Frontier orbital gap (spin up / spin down) = 0.2931 / 0.2181 Ha
Spin multiplicity = 5

Here are the Mulliken charges for atoms 1 to 4, given in e: number 1, Os, carries 1.15; number 2, C, carries -0.37; number 3, C, carries -0.41; number 4, C, carries -0.58

---

Record 8
This record from the Open Molecules 2025 dataset describes a molecular structure, C11H12NO6Sn at a distorted geometry. The level of theory is the ωB97M-V functional and the def2-TZVPD basis.

The geometry in XYZ format:
```
31
Properties=species:S:1:pos:R:3:forces:R:3
O 0.462 0.008 -8.077 0.38 0.01 1.44
C 0.707 0.013 -6.975 -0.46 -0.01 -1.37
Sn -0.319 -0.016 -2.415 0.62 0.02 -0.76
O 2.488 -0.009 -4.345 -3.31 0.01 3.05
C 1.633 -0.006 -3.586 4.55 0.01 -3.24
C -2.404 -0.032 -1.591 -7.68 0.09 1.76
O -3.547 -0.040 -1.382 5.98 0.04 -1.11
C -0.377 -2.278 -2.568 -0.32 -5.01 -0.66
O -0.503 -3.378 -2.825 0.43 3.52 0.82
C -0.413 2.246 -2.595 -0.44 5.05 -0.86
O -0.569 3.332 -2.901 0.56 -3.74 1.07
H -1.140 -0.042 -4.090 0.72 0.04 1.57
O 0.783 -0.023 -0.535 -1.63 0.12 -3.68
C 0.461 -0.337 0.690 -0.66 -0.09 -0.32
C 1.655 -0.100 1.540 -0.49 -0.43 -0.45
C 1.389 1.021 2.513 0.05 0.26 0.55
C 0.467 0.618 3.646 0.08 0.02 0.37
C -0.959 0.233 3.282 -0.21 0.08 0.06
C -1.106 -1.011 2.417 0.14 -0.27 1.06
N -0.738 -0.754 1.022 0.80 0.30 -0.82
H 1.881 -1.067 1.986 0.31 -0.02 0.47
H 2.435 0.179 0.832 0.16 -0.21 0.25
H 2.364 1.289 2.919 -0.02 0.15 0.09
H 1.011 1.903 1.984 0.06 -0.04 -0.01
H 0.924 -0.223 4.176 0.02 0.09 0.12
H 0.428 1.456 4.342 -0.04 -0.11 0.12
H -1.500 0.027 4.209 0.01 0.03 -0.06
H -1.479 1.068 2.804 -0.08 0.04 -0.01
H -0.443 -1.810 2.779 -0.27 0.04 -0.02
H -2.132 -1.376 2.442 0.08 -0.04 -0.17
H -1.458 -0.891 0.303 0.68 0.05 0.74
```
Forces are in eV/Å.

Calculated values
E_HOMO = -20.314 eV
Charge = +3
Frontier orbital gap = 0.2573 Ha

Here are the Mulliken charges for atoms 1 to 4, given in e: number 1, O, carries -0.06; number 2, C, carries 0.05; number 3, Sn, carries 1.24; number 4, O, carries 0.05

---

In hartree, the E values for the records above are, in order, -3753.974568; -979.015397; -980.978356; -686.320297; -1234.840688; -1821.014970; -1015.162233; -1145.552899.